16
Properties=species:S:1:pos:R:3:forces:R:3:lowdin_charge:R:1 method="wB97M-V/def2-TZVPD" charge=+1 e_homo_ev=-13.24
C 0.431661 1.698688 -0.808189 -2.52 0.88 -0.99 -0.1323
C -0.356422 -0.270806 0.546999 -1.24 -1.75 -0.79 -0.5824
C 0.004643 -1.756861 0.568044 0.35 -0.06 -0.69 -0.1456
N 0.762203 0.415309 -0.199750 0.61 -1.01 -1.80 -0.0823
P -2.115838 1.674153 -1.097389 2.82 0.29 -1.03 0.6629
P -2.002261 -0.298560 -0.350000 -0.80 0.49 1.65 0.6357
H 0.447315 2.562525 -0.094917 0.49 -0.94 -1.03 0.0851
H 0.795141 1.737603 -1.854819 -0.04 0.52 1.11 0.0744
H -0.413908 0.214860 1.553892 -0.14 -0.41 -0.92 0.1441
H -0.231990 -2.213035 -0.485675 1.08 0.55 2.12 0.1154
H -0.518082 -2.287588 1.324723 -1.17 -0.44 0.36 0.0696
H 1.002900 -1.853535 1.007337 0.47 -0.32 -0.97 0.0896
H 1.412709 -0.220940 -0.820639 -2.33 1.14 0.87 0.2344
H 1.349313 0.475722 0.577148 1.86 1.12 1.59 0.1281
H -2.036778 2.204768 0.145047 -0.24 0.73 1.38 -0.1933
H -1.689739 -0.759537 -1.592353 0.79 -0.78 -0.86 -0.1033

10
Properties=species:S:1:pos:R:3:forces:R:3:lowdin_charge:R:1 method="wB97M-V/def2-TZVPD" charge=0 smiles="S=CN(C=S)C=S" e_homo_ev=-8.92
S 0.902286 1.519350 2.098326 -1.50 -1.10 -1.39 0.6357
C -0.260063 1.117940 0.985989 -0.74 3.64 -0.43 -0.6709
N -0.406092 0.144205 0.010932 -0.20 0.00 0.73 -0.2837
C 0.430369 -0.976975 -0.140782 -2.57 -2.73 0.03 -0.7704
S 1.984425 -0.981990 -0.121622 1.87 0.15 0.04 0.7833
C -1.536225 0.174628 -0.759960 -2.78 2.19 -2.02 -0.7033
S -1.970319 -0.784666 -1.991434 0.47 -0.69 0.20 0.6961
H -1.123716 1.921139 0.690173 1.95 -1.82 1.37 0.1133
H -0.199882 -1.967654 -0.251741 1.16 2.07 0.09 0.0943
H -2.300535 1.100416 -0.790765 2.34 -1.71 1.38 0.1056

Results for orbital gap: 8.78, 7.86 (in eV, following the order of the records).
Results for lowest unoccupied orbital energy: -4.4629, -1.0578 (in eV, following the order of the records).
Results for relative energy (zero: lowest compared OMol25 entry of this formula, charge and spin): 2.242, 2.692 (in eV, following the order of the records).